[1]
DFT (wB97M-V/def2-TZVPD) results for C24H27BrF5N4O3PSeSn as an isolated structure.

Summary:
- energy above the lowest of the compared OMol25 structures with the same formula, charge and spin (kJ/mol) = 41.9
- HOMO energy (eV) = -7.456
- lowest unoccupied orbital energy (eV) = 0.1
- E_tot (hartree) = -7406.01598
- frontier orbital gap (eV) = 7.59

Positions of all 67 atoms, in Å:
H  3.2506  0.3935  -2.5058
H  -1.2209  -2.3349  -4.7945
O  -0.1792  0.0995  -1.0306
F  4.3835  1.6622  2.0434
N  -2.7000  0.3124  1.9757
C  2.7022  -2.2189  2.0393
C  -5.0549  0.4410  1.5896
H  -1.6916  1.1107  -5.3083
C  -5.2896  -0.1645  2.8125
H  -4.3380  -1.0060  4.5741
O  -1.9266  -1.2781  5.0315
H  2.8091  -1.2326  -3.0717
F  0.3097  3.9309  2.9512
C  1.7618  -2.6600  2.9592
H  -0.3055  -4.3412  0.8683
H  -5.8557  0.7441  0.9328
O  -0.6068  -0.2504  3.5427
C  -2.9400  -0.2687  3.1611
H  0.5763  1.0994  -4.9478
C  -1.7356  -0.6483  4.0135
F  1.5050  5.2313  4.9514
H  1.8594  -2.3990  4.0044
H  0.0329  -3.2634  -3.9696
C  2.5659  -2.5522  0.6967
C  0.6802  -3.4274  2.5384
C  0.5399  -3.7489  1.1955
C  -0.3401  -2.2522  -4.1495
C  1.5055  0.7603  -4.4999
H  1.3696  -3.5516  -0.7780
H  -3.0795  1.0931  -4.2167
N  1.2733  0.2205  -3.1744
H  -1.8526  -1.7667  -1.1702
N  -0.6534  -1.6045  -2.8871
C  3.5351  4.1269  4.5086
C  4.2527  3.2142  3.7593
H  2.1894  1.6111  -4.4548
Br  -3.3458  1.4615  -0.4344
H  -1.5746  -3.2794  -2.0404
C  1.6023  3.6673  3.1788
P  -0.2019  -0.0655  -2.5149
H  -2.7122  -2.0849  -2.6931
C  -1.7632  -2.2103  -2.1596
C  -1.0665  2.4145  -2.9669
H  3.5389  -1.6135  2.3634
N  -1.2288  0.9915  -3.2422
C  2.2020  4.3525  4.2212
C  1.4822  -3.3082  0.2717
C  -2.0781  0.6846  -4.3748
C  -4.2202  -0.5289  3.6131
H  -2.1784  -0.3880  -4.5043
H  2.2194  -0.6158  -1.5083
F  5.5424  2.9908  4.0441
H  -2.0322  2.8705  -2.7379
C  2.2990  2.7543  2.4012
H  3.3084  -2.2170  -0.0139
H  1.9527  0.0095  -5.1610
Se  1.5147  1.9063  0.9041
Sn  -0.0784  -0.1847  1.4695
H  -0.6451  2.9338  -3.8338
C  3.6305  2.5378  2.7233
C  2.4492  -0.3477  -2.5341
H  -0.4110  2.5689  -2.1117
F  4.1279  4.7895  5.5140
C  -3.7337  0.6480  1.2311
H  -0.0535  -3.7605  3.2608
H  0.4280  -1.7060  -4.6903
H  -6.3057  -0.3524  3.1348

Atom-resolved charges from Löwdin, all expressed in e: number 1, H, carries 0.092; number 2, H, carries 0.079; number 3, O, carries -0.531; number 4, F, carries 0.070; number 5, N, carries 0.017; number 6, C, carries -0.110; number 7, C, carries -0.101; number 8, H, carries 0.083; number 9, C, carries -0.038; number 10, H, carries 0.123; number 11, O, carries 0.072; number 12, H, carries 0.088; number 13, F, carries 0.081; number 14, C, carries -0.118; number 15, H, carries 0.102; number 16, H, carries 0.101; number 17, O, carries -0.260; number 18, C, carries -0.181; number 19, H, carries 0.062; number 20, C, carries -0.622; number 21, F, carries 0.119; number 22, H, carries 0.114; number 23, H, carries 0.087; number 24, C, carries -0.116; number 25, C, carries -0.118; number 26, C, carries -0.119; number 27, C, carries -0.099; number 28, C, carries -0.100; number 29, H, carries 0.099; number 30, H, carries 0.088; number 31, N, carries -0.293; number 32, H, carries 0.063; number 33, N, carries -0.295; number 34, C, carries -0.132; number 35, C, carries -0.143; number 36, H, carries 0.091; number 37, Br, carries 0.814; number 38, H, carries 0.085; number 39, C, carries -0.253; number 40, P, carries 0.487; number 41, H, carries 0.084; number 42, C, carries -0.091; number 43, C, carries -0.118; number 44, H, carries 0.109; number 45, N, carries -0.314; number 46, C, carries -0.141; number 47, C, carries -0.114; number 48, C, carries -0.097; number 49, C, carries 0.012; number 50, H, carries 0.059; number 51, H, carries 0.050; number 52, F, carries 0.116; number 53, H, carries 0.059; number 54, C, carries -0.515; number 55, H, carries 0.100; number 56, H, carries 0.082; number 57, Se, carries 0.649; number 58, Sn, carries 1.174; number 59, H, carries 0.085; number 60, C, carries -0.259; number 61, C, carries -0.090; number 62, H, carries 0.077; number 63, F, carries 0.119; number 64, C, carries -0.722; number 65, H, carries 0.111; number 66, H, carries 0.068; number 67, H, carries 0.114

***

[2]
DFT (wB97M-V/def2-TZVPD) results for C4H10N2O2 as an isolated structure at a distorted geometry.

Summary:
- energy above the lowest of the compared OMol25 structures with the same formula, charge and spin (kJ/mol) = 715.2
- HOMO energy (eV) = -9.592
- lowest unoccupied orbital energy (eV) = 0.3
- E_tot (hartree) = -418.18854
- frontier orbital gap (eV) = 9.90

Positions of all 18 atoms, in Å:
H  0.7671  0.8522  1.8674
H  0.9682  2.5702  2.6301
H  0.2921  -4.3246  0.5377
N  1.0879  1.9260  1.3906
C  0.0266  -2.3818  -0.3759
H  -0.5283  -4.7051  -1.1325
C  -0.0431  3.8839  0.0070
H  1.3034  -3.8196  -0.6196
C  0.1664  2.3026  0.3447
H  0.5427  4.7682  0.6749
H  -1.8234  -2.5398  -1.4599
N  -0.8193  -1.8639  -1.2996
H  -0.8494  -0.9513  -1.1986
C  0.1653  -3.8041  -0.4677
O  0.7892  -1.6657  0.3808
O  -0.4732  1.6419  -0.4090
H  -1.1402  3.8374  0.3632
H  -0.4318  4.2735  -1.2337

Atom-resolved charges from Löwdin, all expressed in e: number 1, H, carries 0.159; number 2, H, carries 0.243; number 3, H, carries 0.088; number 4, N, carries 0.009; number 5, C, carries -0.636; number 6, H, carries 0.169; number 7, C, carries -0.095; number 8, H, carries 0.111; number 9, C, carries -0.648; number 10, H, carries 0.101; number 11, H, carries 0.234; number 12, N, carries 0.146; number 13, H, carries 0.002; number 14, C, carries -0.088; number 15, O, carries -0.037; number 16, O, carries 0.031; number 17, H, carries 0.048; number 18, H, carries 0.163

***

- Among the records above, which one has the lowest lowest unoccupied orbital energy?
  C24H27BrF5N4O3PSeSn

***

- Among the records above, which one has the highest lowest unoccupied orbital energy?
  C4H10N2O2

***

- Which of these has the lowest lowest unoccupied orbital energy?
  C24H27BrF5N4O3PSeSn

***

- Which value of E_tot does entry 2 give?
  -418.18854 hartree